# 1
Here is a molecular structure, C23H39IrN4O2S2Si4 in a non-equilibrium geometry from the Open Molecules 2025 dataset. Energies are from ωB97M-V with the def2-TZVPD basis set.

Cartesian coordinates (Å):
1 Ir 0.019069 0.026528 -0.110439
2 C -3.141907 -3.636911 -3.417135
3 S -3.642227 -1.895184 -3.260352
4 C -2.617711 -1.377917 -1.909888
5 S -0.909536 -1.331989 -2.205206
6 N -3.216599 -1.054631 -0.820204
7 N -2.777430 -0.518981 0.242666
8 C -2.041524 0.626398 0.310477
9 C -1.844925 1.129515 1.709035
10 C -2.857558 1.675629 2.482449
11 C -2.552556 2.091712 3.768875
12 C -1.255226 1.938345 4.236005
13 C -0.302397 1.388943 3.389839
14 N -0.591933 1.013464 2.153188
15 H -3.370106 -3.951048 -4.430135
16 H -3.715451 -4.232948 -2.711140
17 H -2.076166 -3.716085 -3.224137
18 H -2.416016 1.408849 -0.368115
19 H -3.853587 1.764232 2.079105
20 H -3.315910 2.540194 4.389389
21 H -0.987697 2.240044 5.235373
22 H 0.724599 1.248316 3.703078
23 O 3.695731 -1.474589 1.299549
24 C 2.547818 -1.284171 0.950501
25 O 2.176170 -0.413693 0.092782
26 C 1.421259 -2.135667 1.544384
27 C 1.721526 -3.255997 2.307700
28 C 0.676001 -4.023778 2.791694
29 C -0.625608 -3.635268 2.509963
30 C -0.828556 -2.495505 1.750601
31 N 0.171342 -1.772800 1.266934
32 H 2.759654 -3.495874 2.483295
33 H 0.870616 -4.917845 3.361999
34 H -1.471803 -4.203513 2.863657
35 H -1.825672 -2.153252 1.511892
36 C 1.507153 0.209906 -4.384100
37 Si 2.407575 1.389580 -3.199801
38 C 2.781118 3.035054 -4.088187
39 C 3.876570 0.699265 -2.240781
40 Si 0.670911 1.993702 -1.150941
41 Si 1.879382 3.911447 -0.175388
42 C 3.339310 3.150854 0.790654
43 C 0.484117 4.521334 0.984928
44 C 2.439577 5.465366 -1.151776
45 Si -1.387744 3.295680 -2.405802
46 C -2.725200 3.966867 -1.224164
47 C -0.617629 4.812221 -3.264447
48 C -2.027145 1.924245 -3.551477
49 H 2.184276 -0.132910 -5.164358
50 H 0.667676 0.688461 -4.881036
51 H 1.137629 -0.670072 -3.867260
52 H 3.502978 2.850906 -4.879443
53 H 3.213453 3.772298 -3.422202
54 H 1.903514 3.467288 -4.555916
55 H 4.460441 0.021126 -2.856787
56 H 3.539875 0.140136 -1.371212
57 H 4.539040 1.486603 -1.896111
58 H 3.110755 2.138303 1.113775
59 H 3.570523 3.736520 1.678468
60 H 4.242675 3.105725 0.188355
61 H 0.065468 3.700446 1.559663
62 H -0.323632 4.965916 0.414130
63 H 0.837571 5.274771 1.683214
64 H 3.357378 5.307948 -1.708437
65 H 2.626013 6.287025 -0.462648
66 H 1.685226 5.803510 -1.853134
67 H -2.306476 4.370156 -0.307483
68 H -3.456894 3.215039 -0.949922
69 H -3.271311 4.771883 -1.710299
70 H -0.317884 5.546444 -2.523383
71 H -1.346523 5.291831 -3.913769
72 H 0.246391 4.567589 -3.870401
73 H -2.845971 1.381573 -3.088410
74 H -1.252275 1.202307 -3.784036
75 H -2.397139 2.331417 -4.487212

Force components x, y, z for each atom (eV/Å):
0.47 -2.08 1.12
0.00 0.15 0.30
-0.05 0.09 -0.10
0.27 0.22 -0.91
0.95 0.96 1.98
0.48 0.94 1.38
0.40 -1.37 -0.20
-0.54 1.26 -0.85
-0.34 0.09 0.19
0.23 -0.10 -0.02
0.08 0.05 -0.06
-0.08 -0.09 -0.17
0.37 0.12 0.30
0.20 -0.38 -1.40
0.03 0.05 -0.08
0.09 -0.04 -0.01
0.01 -0.14 -0.11
0.51 -0.20 -0.16
-0.12 0.02 -0.04
0.00 -0.03 0.06
0.09 0.01 0.08
0.00 0.05 0.04
-0.33 0.00 -0.11
0.17 -1.01 1.01
-1.93 1.47 -1.15
0.72 -0.05 -0.07
-0.15 0.24 -0.09
-0.02 0.06 -0.12
0.13 0.13 -0.01
-0.54 -0.44 0.24
-0.25 0.18 -0.62
0.03 0.03 0.01
0.02 -0.09 0.10
-0.06 -0.01 0.02
-0.02 -0.06 0.05
0.10 0.29 0.66
0.40 0.29 -0.31
-0.31 -0.58 0.52
-0.55 0.09 -0.21
-2.02 1.61 -1.76
0.49 0.12 0.77
-0.54 0.33 -0.21
0.30 -0.47 -0.39
-0.23 -0.88 -0.07
1.59 -0.61 0.77
0.31 -0.26 -0.34
-0.47 -0.57 0.07
0.02 0.62 0.11
0.30 0.06 -0.03
-0.09 0.14 0.03
-0.02 -0.12 0.05
0.19 -0.21 -0.14
0.06 0.11 0.17
-0.17 -0.01 -0.04
0.05 -0.11 -0.30
-0.03 -0.01 0.03
0.01 0.25 0.01
-0.06 -0.16 0.00
0.01 0.17 0.09
0.08 -0.01 -0.16
-0.10 -0.16 0.16
-0.12 0.10 -0.18
0.26 0.10 0.08
0.17 -0.11 -0.08
-0.05 -0.08 0.31
-0.13 0.03 -0.11
0.12 0.05 0.11
-0.17 -0.21 0.05
-0.06 0.13 -0.15
0.01 0.08 0.17
-0.17 0.07 -0.11
0.16 -0.07 -0.06
-0.17 -0.09 0.13
0.14 -0.06 0.01
-0.15 0.09 -0.21

- Relative energy (zero: lowest compared OMol25 entry of this formula, charge and spin): 371.8 kJ/mol
- <S²>: 0.755
- Spin multiplicity: 2
- Total charge: +1
- LUMO energy (alpha / beta): -4.74 / -5.31 eV

# 2
Here is a molecular structure, C45H43BCdF2IN4O3P2S in a non-equilibrium geometry from the Open Molecules 2025 dataset. Energies are from ωB97M-V with the def2-TZVPD basis set.

Cartesian coordinates (Å):
1 Cd 0.805340 0.791372 1.099822
2 C 1.923546 -7.216519 -3.418509
3 C 1.945391 -5.684694 -3.409435
4 C 2.658233 -5.169896 -4.675861
5 C 2.706419 -5.150220 -2.206926
6 C 3.837457 -5.762155 -1.678585
7 C 4.527018 -5.198613 -0.618318
8 C 4.096470 -4.012133 -0.047136
9 C 2.978294 -3.370834 -0.552637
10 P 2.165704 -1.838707 0.088642
11 C 3.413723 -0.633592 -0.518727
12 C 4.727947 -0.562860 -0.067900
13 C 5.577804 0.413073 -0.558197
14 C 5.133735 1.308057 -1.516923
15 C 3.835379 1.223991 -1.991814
16 C 2.974851 0.260819 -1.493749
17 C 2.570404 -2.054447 1.856624
18 C 2.088000 -3.217588 2.455090
19 C 2.101017 -3.361798 3.828671
20 C 2.583217 -2.336186 4.626490
21 C 3.079342 -1.182712 4.040925
22 C 3.074005 -1.038052 2.663683
23 C 2.314071 -3.941293 -1.640833
24 O 1.253111 -3.225451 -2.086209
25 C 0.304132 -3.871572 -2.815377
26 C -0.919724 -3.209286 -2.909718
27 C -1.944614 -3.823462 -3.607176
28 C -1.750815 -5.064301 -4.188411
29 C -0.518531 -5.689314 -4.106810
30 C 0.538921 -5.104085 -3.421088
31 P -1.009882 -1.576150 -1.989747
32 C -2.594562 -2.059021 -1.188105
33 C -3.883894 -1.921934 -1.691984
34 C -4.972141 -2.328984 -0.936117
35 C -4.789614 -2.889467 0.317212
36 C -3.505141 -3.076954 0.802075
37 C -2.419240 -2.671374 0.049568
38 C -1.519525 -0.569479 -3.430190
39 C -2.509315 0.406798 -3.403441
40 C -2.678039 1.267613 -4.472643
41 C -1.850630 1.180098 -5.578220
42 C -0.854420 0.218927 -5.612613
43 C -0.693657 -0.647230 -4.549050
44 H 2.933222 -7.617323 -3.437515
45 H 1.411180 -7.590928 -4.300430
46 H 1.415531 -7.590273 -2.532451
47 H 3.686197 -5.526144 -4.704982
48 H 2.672401 -4.082047 -4.679001
49 H 2.135798 -5.508219 -5.568621
50 H 4.199786 -6.688374 -2.100038
51 H 5.407301 -5.697785 -0.235227
52 H 4.624294 -3.596300 0.797960
53 H 5.086004 -1.249165 0.686336
54 H 6.584500 0.497524 -0.173536
55 H 5.793064 2.083352 -1.882020
56 H 3.484223 1.929674 -2.732369
57 H 1.949301 0.195732 -1.847038
58 H 1.676162 -4.000332 1.828717
59 H 1.705590 -4.263876 4.278920
60 H 2.563753 -2.438773 5.703558
61 H 3.456781 -0.381435 4.660915
62 H 3.473495 -0.132276 2.227006
63 H -2.902693 -3.334095 -3.692460
64 H -2.558612 -5.547922 -4.721932
65 H -0.386869 -6.641928 -4.597361
66 H -4.052553 -1.493991 -2.671305
67 H -5.972858 -2.203358 -1.329433
68 H -5.645298 -3.184135 0.909506
69 H -3.347994 -3.527070 1.771184
70 H -1.413195 -2.796760 0.421507
71 H -3.135369 0.520129 -2.533588
72 H -3.441477 2.030476 -4.429357
73 H -1.971881 1.865648 -6.405128
74 H -0.188505 0.154214 -6.462297
75 H 0.096648 -1.388085 -4.566382
76 N -2.333250 0.303040 1.749536
77 C -2.835546 0.969232 0.525318
78 C -1.794010 1.416636 -0.581962
79 O -2.004100 2.529924 -1.060137
80 O -0.912489 0.593277 -0.902579
81 H -2.813325 -0.586568 1.876004
82 H -2.532224 0.900869 2.548141
83 H -3.380578 1.878586 0.799495
84 H -3.526366 0.291870 0.013613
85 F -0.791205 0.254091 3.570900
86 B -0.724535 -0.141102 2.207733
87 F -0.831478 -1.536233 2.245308
88 I 3.028442 2.736678 1.498560
89 C -1.656503 4.100700 5.270831
90 C -2.620152 4.208119 4.087604
91 C -1.866248 4.087951 2.811609
92 N -1.106227 3.100210 2.533991
93 N -0.487993 3.178840 1.364339
94 C -0.761135 4.244269 0.688071
95 N -0.168945 4.583301 -0.470201
96 S -1.898171 5.307014 1.526175
97 H -2.206763 4.081398 6.209184
98 H -0.973051 4.946622 5.281168
99 H -1.071204 3.189420 5.178411
100 H -3.160979 5.155847 4.110300
101 H -3.347538 3.391954 4.145443
102 H 0.356768 3.812637 -0.865783
103 H -0.739517 5.079622 -1.137770

Force components x, y, z for each atom (eV/Å):
1.16 1.59 -0.42
-0.02 0.23 0.05
0.11 -0.05 -0.20
-0.03 -0.06 0.08
-0.24 0.09 -0.07
-0.08 0.07 0.01
0.17 -0.08 0.04
-0.04 -0.02 -0.10
-0.53 0.00 -0.22
0.73 -0.14 0.27
-0.22 -0.02 0.05
0.07 0.12 -0.08
0.06 -0.08 0.08
-0.15 0.05 -0.14
0.10 0.11 -0.15
-0.03 -0.15 0.09
-0.06 0.09 0.02
-0.01 0.05 -0.04
-0.07 -0.12 0.01
0.08 0.04 0.10
-0.01 -0.06 0.23
0.14 -0.13 -0.11
0.63 -0.28 0.44
0.29 -0.14 -0.43
-0.79 -0.25 -0.38
0.33 0.13 0.15
0.13 -0.14 -0.10
-0.15 -0.05 -0.15
0.05 0.04 0.07
0.20 0.03 0.17
-0.31 -0.74 -0.50
0.14 0.23 0.02
-0.03 0.05 0.05
-0.17 0.02 -0.10
-0.10 -0.02 0.06
-0.05 -0.09 0.11
0.05 0.11 -0.09
0.09 0.01 0.07
0.05 -0.11 -0.01
-0.05 0.08 -0.07
-0.04 0.08 -0.10
0.11 -0.02 -0.12
-0.02 -0.05 0.03
0.08 -0.05 -0.02
-0.02 -0.05 -0.08
-0.05 -0.09 0.07
0.13 -0.05 -0.02
0.02 0.11 -0.02
-0.06 -0.04 -0.12
-0.01 -0.07 -0.03
0.03 0.00 0.04
0.00 0.04 0.11
-0.02 -0.04 0.07
0.08 -0.04 0.03
0.03 0.04 -0.01
-0.03 0.02 -0.03
-0.03 0.06 0.01
-0.04 -0.06 0.04
0.01 -0.01 0.01
0.03 0.02 0.04
0.02 0.07 0.00
-0.08 0.09 -0.01
-0.11 0.05 0.00
-0.03 0.00 -0.03
0.04 -0.09 -0.01
0.03 0.04 0.01
-0.05 0.01 -0.02
-0.05 -0.03 0.03
0.03 -0.05 0.11
0.06 0.02 0.16
-0.05 0.06 0.05
-0.08 0.07 0.03
-0.02 0.05 -0.06
0.03 -0.01 -0.08
0.06 -0.02 -0.07
0.35 -0.01 0.02
0.18 0.54 -0.79
-0.94 0.25 0.94
-0.34 0.25 -0.45
0.66 -0.02 0.29
0.00 0.09 0.09
-0.04 -0.09 -0.02
0.08 -0.23 0.02
0.02 0.04 0.12
0.08 0.21 -0.13
-1.22 -0.98 1.54
0.12 -0.33 -0.39
-0.32 -0.35 -0.19
-0.15 0.01 -0.03
0.01 -0.08 0.28
-0.28 0.66 -0.57
-0.56 -0.15 1.19
0.71 -0.30 -1.20
-0.54 0.69 0.61
0.39 0.21 -0.43
0.50 -0.81 0.16
-0.01 0.01 0.12
0.09 0.06 0.02
0.03 -0.05 0.03
-0.07 -0.08 0.01
-0.06 0.13 -0.03
-0.12 0.08 -0.07
0.02 -0.22 0.04

- Relative energy (zero: lowest compared OMol25 entry of this formula, charge and spin): 42.4 kJ/mol
- Total charge: -1
- LUMO energy: 2.35 eV

# 3
Here is 4 unconnected molecules or ions with the total composition C9H24IO3 in a non-equilibrium geometry from the Open Molecules 2025 dataset. Energies are from ωB97M-V with the def2-TZVPD basis set.

Cartesian coordinates (Å):
1 I 4.744429 1.330538 0.248474
2 C 3.057596 -4.669205 2.621386
3 C 2.907536 -5.122827 1.146807
4 C 2.223453 -6.495389 1.155549
5 O 2.208173 -4.130967 0.405557
6 H 3.791089 -3.863966 2.662534
7 H 3.447406 -5.431389 3.296092
8 H 2.143168 -4.318273 3.099678
9 H 3.921336 -5.225752 0.759870
10 H 2.665511 -7.026066 0.312309
11 H 1.142551 -6.417056 1.038915
12 H 2.440330 -7.061003 2.061719
13 H 2.738649 -3.348399 0.572262
14 C -0.817387 1.154657 -3.869557
15 C -0.391535 2.506914 -4.354242
16 C -1.495178 3.166821 -5.140449
17 O -0.087387 3.318522 -3.258920
18 H 0.024467 0.605367 -3.448035
19 H -1.133791 0.511150 -4.690453
20 H -1.643030 1.320873 -3.177611
21 H 0.585964 2.353151 -4.811366
22 H -1.058556 3.980442 -5.719660
23 H -2.299375 3.442426 -4.458241
24 H -1.915746 2.497432 -5.890869
25 H 0.615544 2.859330 -2.793491
26 C -3.485482 2.098812 3.097528
27 C -2.080764 2.492972 2.522607
28 C -1.873015 4.006450 2.399788
29 O -1.013175 2.035162 3.307465
30 H -3.772089 2.657309 3.988621
31 H -3.455496 1.038503 3.348454
32 H -4.273312 2.294533 2.370131
33 H -2.063216 2.045265 1.528959
34 H -2.220270 4.519707 3.296489
35 H -2.429548 4.421904 1.559681
36 H -0.877511 4.342099 2.109265
37 H -0.271339 2.109949 2.702752

Force components x, y, z for each atom (eV/Å):
-0.09 -0.05 -0.02
0.54 0.47 -0.02
-0.31 -0.25 2.24
0.31 0.34 -1.07
0.18 -0.74 0.16
-0.09 0.30 0.10
0.12 -0.33 -0.30
-0.25 0.05 -0.42
0.09 -0.12 -0.21
-0.50 -0.45 -0.08
0.04 0.06 -0.06
0.07 0.17 -0.04
-0.19 0.57 -0.32
-0.21 -0.71 -0.17
0.39 -0.89 0.02
0.67 -0.12 -0.85
-0.13 0.87 0.95
-0.11 0.16 0.59
-0.29 0.11 -0.15
0.05 -0.46 0.23
-0.26 0.19 -1.32
-0.44 0.50 0.33
0.15 0.36 -0.07
0.03 -0.24 0.09
0.18 0.21 0.39
1.13 0.28 0.01
-1.14 1.17 -0.06
-1.04 0.48 -0.91
-0.08 -0.96 0.28
0.31 0.06 0.16
-0.14 -0.01 -0.07
0.16 -0.12 -0.20
0.26 -0.15 -0.19
0.28 0.00 0.11
-0.63 -0.06 -0.02
0.39 -0.53 0.55
0.54 -0.17 0.33

- Relative energy (zero: lowest compared OMol25 entry of this formula, charge and spin): 173.6 kJ/mol
- Total charge: -1
- LUMO energy: 2.71 eV

# 4
Here is 2 unconnected molecules or ions with the total composition C6H14ClN2 in a non-equilibrium geometry from the Open Molecules 2025 dataset. Energies are from ωB97M-V with the def2-TZVPD basis set.

Cartesian coordinates (Å):
1 C -1.183723 0.777289 -0.872337
2 C 0.758621 -1.005883 1.727929
3 C -1.851975 0.430237 1.526194
4 C 2.040777 0.403374 -1.531319
5 C 0.866476 -0.043575 0.646660
6 C -1.260560 0.009782 0.236395
7 N -1.133682 0.405874 -2.104717
8 N 1.631278 -0.406181 -0.385565
9 Cl -1.653548 -1.652230 -0.052212
10 H -1.064683 1.865992 -0.549081
11 H 0.733329 -2.140363 1.288499
12 H 1.668777 -0.852250 2.333111
13 H -0.131790 -0.831756 2.250109
14 H -1.113610 0.965119 2.122723
15 H -2.854473 0.920179 1.449694
16 H -2.212630 -0.479682 2.006199
17 H 1.535311 0.144571 -2.434858
18 H 1.855999 1.357890 -1.247913
19 H 3.083648 0.327151 -1.496295
20 H 0.745195 1.027731 0.707969
21 H -0.903408 0.774851 -2.949168
22 H -1.348860 -0.641217 -2.170727
23 H 1.793530 -1.356905 -0.501290

Force components x, y, z for each atom (eV/Å):
0.69 4.25 1.73
1.34 -2.81 -0.78
-1.46 0.40 0.54
-0.24 -1.86 1.35
0.76 0.38 -2.54
-1.08 -1.57 -0.07
-1.38 -5.61 1.09
-1.38 1.18 0.16
0.00 -1.21 -0.79
-0.18 -1.18 -1.15
0.18 2.84 1.14
-0.50 -0.35 0.14
-0.77 -0.11 1.25
-0.49 0.28 0.35
1.12 0.46 -0.24
0.70 0.05 0.53
0.11 -0.30 -0.55
-0.81 3.23 0.41
1.66 -0.22 -1.00
0.35 0.04 0.81
0.72 2.27 -2.21
0.36 1.83 -0.21
0.32 -2.00 0.05

- Relative energy (zero: lowest compared OMol25 entry of this formula, charge and spin): 43.4 kJ/mol
- Total charge: +1
- LUMO energy: -3.65 eV